47
Properties=species:S:1:pos:R:3:forces:R:3 method="wB97M-V/def2-TZVPD" e_lumo_ev=2.7 charge=-1 homo_energy_ev=-5.5
Cl 4.9390 1.2334 -3.0735 0.1 -0.8 0.3
Al 1.8854 0.2618 -0.5761 0.8 -0.3 0.1
F 0.9212 2.7483 0.4629 -1.0 -0.1 -1.7
F 1.3678 2.7927 -1.7619 -1.0 -0.1 1.2
F -0.5387 1.8390 -1.0969 0.9 1.1 0.8
O 0.1895 -0.8103 1.5777 0.6 -0.1 -1.7
O -0.0228 -1.9667 2.3516 -0.3 -1.3 1.2
N -4.6690 0.5558 -4.1999 0.2 0.4 0.0
N -2.0780 -0.0236 5.5465 0.1 -0.5 0.3
C -4.9442 1.6043 -4.9857 0.0 -0.4 0.2
C 3.5059 0.6440 0.5966 0.0 -0.1 0.5
C -3.0803 2.8487 -4.1861 0.0 0.0 0.0
C -0.9667 -2.1383 5.2676 -0.1 -0.1 0.3
C 3.5909 -1.2637 -2.6269 -0.6 0.3 -0.4
C 0.7948 -1.2172 0.3229 -0.5 -0.5 -0.5
C 0.8042 2.0066 -0.7303 1.1 -0.8 -0.2
C -1.3850 -0.9002 4.8049 -0.3 0.6 0.0
C -2.3680 -0.3894 6.8019 0.0 0.2 -0.4
C -4.1870 2.7639 -5.0180 0.1 0.0 0.1
C 4.9770 -0.5122 -2.5605 0.6 -1.5 -0.1
C -1.9932 -1.6008 7.3589 0.0 0.0 0.0
C 2.3083 -0.3517 -2.4756 -0.5 -0.5 -0.1
C -3.5939 0.6617 -3.4070 -0.4 -0.2 -0.2
C -1.2785 -2.4914 6.5712 0.0 0.0 0.0
C -2.7739 1.7781 -3.3611 0.1 0.1 0.0
H -0.4260 -2.6610 1.7934 0.0 0.7 -0.3
H 3.5531 1.7502 0.7894 0.2 -0.9 -0.1
H 5.6660 -1.0375 -3.2869 -0.7 0.8 0.7
H -1.1621 -0.5786 3.7959 0.1 -0.1 0.0
H 4.4892 0.2855 0.1907 -0.8 0.4 0.3
H 3.5200 -2.0721 -1.8367 0.5 0.9 -0.7
H -5.8206 1.4924 -5.6157 0.0 0.1 0.0
H -3.3931 -0.2024 -2.7831 0.1 0.1 0.0
H -0.9675 -3.4505 6.9701 0.0 0.0 0.0
H -0.0138 -1.5420 -0.4172 0.5 0.2 0.9
H 5.4952 -0.5942 -1.5653 -0.8 0.5 -0.9
H 2.2894 0.5492 -3.1453 0.3 -0.9 0.4
H -1.9189 1.8090 -2.6987 -0.1 0.0 -0.1
H -2.2537 -1.8419 8.3819 0.0 0.0 0.0
H 3.5517 -1.8156 -3.6150 0.1 0.6 0.9
H -2.4630 3.7395 -4.1810 0.0 0.0 0.0
H 1.4265 -0.9932 -2.8039 0.9 0.6 0.3
H -2.9308 0.3386 7.3773 0.0 0.0 0.1
H -0.4114 -2.8059 4.6239 0.0 0.1 0.0
H -4.4562 3.5799 -5.6766 0.0 0.0 0.0
H 3.3544 0.1238 1.5921 0.2 0.6 -0.9
H 1.4223 -2.1441 0.5043 -0.4 1.0 -0.1


47
Properties=species:S:1:pos:R:3:forces:R:3 method="wB97M-V/def2-TZVPD" e_lumo_ev=-2.2 homo_energy_ev=-9.4
F 6.4434 0.9582 -1.7565 -0.7 -0.9 0.3
F 5.2679 -0.8948 -2.5768 0.0 0.3 0.8
F 4.5809 0.1463 -0.5875 0.3 -0.3 -0.5
F 6.5716 -1.0940 -0.6400 -0.8 0.5 -0.5
O 0.6875 -1.2972 1.7515 -0.4 0.1 -3.2
N 0.6191 -0.1391 -2.6217 -1.0 1.7 4.6
N 1.5940 -3.1078 -0.5230 -0.2 2.1 -1.0
N 1.0017 -1.3037 -2.1162 0.5 -1.6 1.5
C -1.3864 -2.7408 1.2204 0.7 0.0 -0.2
C -0.3063 1.6449 0.9022 -0.2 -0.5 0.6
C 3.0990 -3.0081 -0.4082 2.4 0.7 0.0
C -0.5916 -1.7972 2.2464 -1.8 -0.1 0.9
C 0.2460 0.7102 -1.5842 -0.1 0.5 0.0
C 0.1760 0.4834 -0.0776 1.3 -2.5 -0.9
C -2.4101 2.7439 -0.5965 -2.2 -0.2 2.9
C 1.0721 -1.7481 -0.7949 -0.2 -0.6 1.7
C 0.6376 -0.9066 0.4029 -0.5 2.8 -3.0
C -4.5792 3.8725 -1.9498 0.9 0.3 1.4
C 3.5882 -2.3883 0.9888 -0.2 -0.1 -0.2
C -4.2615 2.4810 1.8949 1.9 0.5 -3.2
C -3.9032 3.2129 -0.6365 0.1 -1.0 2.1
C -2.7894 2.0153 1.9156 -0.8 1.2 -2.5
C -1.8093 2.1283 0.6900 -4.1 1.2 0.3
C -4.8627 3.0882 0.6054 4.4 -1.3 0.4
B 5.7197 -0.2202 -1.3911 0.7 0.3 -0.1
H -0.6053 -3.4399 0.7495 -1.2 0.9 0.8
H -0.2580 1.2018 1.9699 0.0 0.7 -1.8
H -5.4863 3.2753 -2.2920 1.4 0.7 0.3
H -0.0625 1.7643 -1.9355 0.6 -2.0 0.5
H 0.4424 2.5266 0.9234 -1.2 -1.4 -0.5
H -3.7810 4.0210 -2.7539 -1.3 -0.4 1.0
H 3.4913 -2.2899 -1.2267 -0.4 -1.2 1.2
H 1.2991 -1.9884 -2.8441 -0.1 0.7 0.9
H 3.5987 -4.0275 -0.6278 -1.2 1.5 0.5
H -2.3754 1.5984 2.8912 -0.6 0.6 -1.5
H 3.3918 -1.2618 0.9563 0.4 -1.6 0.2
H -1.8575 -2.1329 0.3628 0.6 -0.9 1.4
H 3.0160 -2.8638 1.8550 0.7 0.6 -1.2
H 1.3886 -3.7514 -1.3012 -0.1 0.6 0.3
H -0.3537 -2.3560 3.2294 -0.2 0.9 -1.8
H -1.2225 -0.8650 2.5224 0.8 -1.5 -0.4
H -4.9412 4.9123 -1.6198 0.5 -1.5 -0.6
H -5.9494 3.4594 0.5735 2.0 -0.7 -0.1
H -1.7698 2.8978 -1.5218 -1.1 -0.2 1.3
H 4.7197 -2.5402 1.1578 -1.9 0.3 -0.6
H -4.8935 2.3947 2.8378 1.0 0.1 -1.5
H -2.1967 -3.3738 1.7364 1.3 1.2 -0.7


60
Properties=species:S:1:pos:R:3:forces:R:3 method="wB97M-V/def2-TZVPD" e_lumo_ev=-9.9 charge=+1 homo_energy_ev=-12.6
Cl 2.5601 3.9940 -0.4892 -0.7 0.7 0.2
Cl 2.5366 4.5367 -3.7781 0.5 -0.8 0.0
S -1.1170 1.3042 0.0794 -1.6 4.3 0.6
S 0.3097 -0.2889 1.3816 8.0 -1.9 4.3
F 1.6587 -2.4362 2.2375 -1.3 0.9 0.7
F -0.2482 -2.9358 1.4653 -1.0 -0.1 0.4
F -0.1685 -1.9430 3.4857 0.8 -0.5 -2.0
F -0.4537 -0.5396 -1.7510 0.2 0.2 0.1
F 0.0378 1.5190 -2.3382 -1.1 -0.8 1.0
F -2.0293 0.7501 -2.3803 0.8 0.5 0.8
O -2.5021 1.8481 0.0769 0.8 -2.4 0.5
O 1.3010 -0.3746 0.2626 -3.3 0.3 1.8
O 0.6899 0.5874 2.4908 -0.9 -1.2 -1.7
O -0.1290 2.3347 0.4526 -1.7 -3.3 -1.0
N -0.4374 1.3670 5.7822 3.1 -2.4 -0.2
N -1.1895 -0.2099 1.0297 -4.4 2.5 -2.9
N -1.9996 -1.2541 -5.9649 2.1 1.3 0.6
N -2.9245 -2.9180 2.7667 -0.9 2.4 -1.2
N -5.3100 -1.7686 -4.8496 0.2 0.6 0.2
N -0.3128 4.2176 4.5561 -2.3 -0.1 1.4
N 3.6675 -4.5932 -0.3922 -1.5 0.6 -0.6
C 2.6458 -4.1662 -0.7441 1.0 -0.6 1.4
C 3.7300 3.4389 -2.9454 -1.2 0.3 1.2
C -4.5244 0.6780 -4.5095 0.7 0.5 -0.4
C -4.9609 -0.6800 -4.7077 -0.6 -1.1 -0.2
C 3.0510 2.8053 -1.6763 2.0 0.4 -0.9
C 0.5439 0.7095 5.7399 -2.9 1.8 0.5
C 1.7565 -0.1256 5.6771 -0.7 0.3 -1.4
C -1.0092 -0.6886 -5.7072 -1.8 -1.3 -0.9
C -2.7878 -5.2308 3.9670 -0.3 0.2 -0.1
C 0.3619 -2.0338 2.2142 1.4 0.6 0.0
C 1.3655 -3.5842 -1.1836 1.5 -0.3 -1.1
C 0.5721 4.3985 3.8805 2.6 -0.9 -0.8
C -0.8541 0.7173 -1.7221 0.1 -0.1 -1.3
C -2.8955 -3.9419 3.2633 0.3 -1.3 0.8
C 0.2362 0.0032 -5.3380 -0.9 -0.6 0.1
C 1.7705 4.5311 3.0759 0.0 0.9 -0.8
Be -3.5148 -0.5361 1.6219 3.9 -0.4 0.0
H 4.1046 2.6256 -3.5669 -0.3 0.3 -0.3
H 3.8792 2.3570 -1.1274 -0.2 -0.8 -0.4
H 2.5273 0.4646 5.1815 0.5 0.2 0.9
H -3.6094 -5.3145 4.6783 0.0 0.1 0.0
H -4.7620 1.0263 -3.5043 0.0 0.1 -0.2
H 1.1112 -2.6681 -0.6505 -0.1 -0.4 0.1
H 2.7490 4.1766 3.4000 -0.5 -0.2 0.9
H 1.0744 -0.6829 -5.4593 0.0 0.2 -0.1
H -1.8523 -5.2919 4.5231 0.0 0.1 -0.2
H 1.6375 4.0521 2.1059 -0.3 0.3 -0.1
H 1.5914 -0.8215 4.8545 -0.3 -0.5 0.3
H 1.8364 5.6158 2.9916 0.5 0.1 -0.7
H 0.0800 0.1930 -4.2760 0.6 0.4 -0.1
H 1.9898 -0.6660 6.5945 0.2 0.5 -0.1
H 1.6978 -3.3108 -2.1851 -0.6 0.5 -0.4
H -2.8737 -6.0688 3.2752 0.1 0.2 -0.1
H 2.2633 2.0990 -1.9385 0.1 0.3 0.2
H 0.6024 -4.3459 -1.3437 -0.1 0.2 0.5
H -4.9102 1.3512 -5.2750 -0.5 -0.1 0.2
H -3.4517 0.7053 -4.7014 0.1 -0.1 0.4
H 4.5504 4.1023 -2.6719 -0.1 -0.2 0.1
H 0.3380 0.9101 -5.9341 0.2 0.0 0.2


59
Properties=species:S:1:pos:R:3:forces:R:3 method="wB97M-V/def2-TZVPD" multiplicity=2 e_lumo_ev="0.2 / -1.2" homo_energy_ev="-7.7 / -8.6"
Br -4.2067 -2.9628 6.0463 0.0 0.0 -0.1
Cu 0.0866 0.6670 -0.3411 0.4 -0.2 0.0
Cl -2.4625 1.6224 0.8383 0.0 0.1 0.1
Cl -0.2072 1.4732 2.7034 0.0 0.0 0.1
S 0.3881 1.9491 -2.9997 -0.1 0.0 -0.3
S 0.6923 3.8971 -1.0269 -0.3 0.3 0.2
P 0.7714 -2.3347 -0.4430 0.1 0.1 -0.1
P 2.3965 0.2459 -0.1718 -0.1 0.2 -0.1
F -1.5033 3.1310 -4.3715 0.1 0.0 -0.1
F -0.7473 5.8790 -1.9657 -0.1 0.0 0.0
F -1.2702 5.2623 0.0480 0.0 0.0 0.0
F -0.6142 1.4094 -5.3447 0.0 0.0 0.1
F 0.4733 3.2808 -5.2546 -0.1 -0.1 0.0
F -1.8607 4.0467 -1.6442 0.0 0.0 0.0
O 1.6780 4.8773 -0.7218 0.1 0.1 0.0
O -0.7201 1.3760 -2.2613 -0.2 -0.2 0.3
O 1.4554 1.0589 -3.3517 0.1 -0.1 -0.1
O -2.6060 -1.7377 -0.5092 0.0 -0.1 0.0
O 0.4198 2.8964 -0.0152 -0.2 0.0 0.1
O -0.6606 -1.1967 0.4746 -0.3 -0.1 0.1
N 0.9099 3.3171 -2.4582 0.2 0.1 -0.2
C 3.2048 -1.1568 -1.0606 0.0 0.1 0.0
C -1.6614 -1.8421 2.9824 -0.1 0.0 0.0
C -3.7938 -2.3267 1.9788 0.0 0.0 -0.1
C -1.9311 -1.6108 0.4892 0.1 0.1 0.0
C 2.9025 -0.0210 1.5599 0.0 0.0 0.0
C -2.1751 -2.1472 4.2331 0.0 0.0 0.0
C -1.6469 2.3906 2.2174 0.0 -0.2 -0.1
C -3.4985 -2.5409 4.3382 0.0 0.0 0.1
C -0.9030 4.8315 -1.1623 0.3 -0.1 -0.1
C 3.4496 1.6512 -0.6657 -0.1 0.0 0.0
C -4.3165 -2.6338 3.2226 -0.1 0.0 0.0
C -2.4668 -1.9301 1.8510 0.1 0.0 0.0
C -0.3656 2.4847 -4.5995 0.1 0.0 0.1
C 2.6109 -2.5164 -0.6915 -0.2 -0.1 0.0
C 0.1561 -2.1068 -2.1231 0.0 0.0 0.0
C 0.1955 -3.9504 0.1433 0.1 0.0 0.0
H 3.3230 1.8298 -1.7336 0.0 0.0 0.0
H 3.0283 -2.8988 0.2421 0.0 0.1 0.0
H 2.3591 -0.8663 1.9848 0.0 0.0 0.0
H 2.6338 0.8709 2.1280 0.0 0.0 0.0
H -0.8913 -3.9559 0.2180 0.0 0.0 0.0
H -2.3272 2.4029 3.0592 -0.1 0.0 0.0
H -0.9329 -2.0944 -2.1047 0.0 0.0 0.0
H -5.3472 -2.9417 3.3316 0.0 0.0 0.0
H 3.0756 -0.9557 -2.1270 0.0 0.0 0.0
H 0.5198 -2.9047 -2.7733 0.0 0.0 0.0
H 4.5036 1.4726 -0.4497 0.0 -0.1 0.0
H 0.5128 -1.1463 -2.5017 0.0 0.0 0.0
H -4.4072 -2.3857 1.0892 0.0 0.0 0.0
H 2.8047 -3.2592 -1.4728 0.0 0.0 0.0
H 4.2775 -1.1450 -0.8535 0.0 0.1 0.0
H 0.4998 -4.7415 -0.5440 0.0 0.0 0.0
H -1.5569 -2.0771 5.1175 0.0 0.0 0.0
H 3.1168 2.5406 -0.1312 0.1 0.0 0.0
H -1.3321 3.3854 1.9297 0.0 0.0 -0.1
H -0.6359 -1.5219 2.8760 0.0 0.0 0.0
H 3.9772 -0.1899 1.6478 0.0 0.0 0.0
H 0.6256 -4.1506 1.1248 0.0 0.0 0.0